No. 1
Molecular formula: C20H36NOP2Pd
Method: DFT, ωB97M-V with the def2-TZVPD basis set

Geometry as ORCA input:
```
! RIJCOSX wB97M-V def2-TZVPD def2/J DEFGRID3
* xyz 2 6
P -0.53781 3.11636 0.83850
P -1.52661 1.09533 -2.65008
C -0.80481 3.45826 -0.94622
C -1.89201 2.69654 -1.77189
H 0.18248 3.44370 -1.44652
H -1.09734 4.52344 -0.94038
H -2.81974 2.57783 -1.18508
H -2.17465 3.37221 -2.59518
C -0.46202 1.51756 -4.03544
H 0.05109 0.61855 -4.40569
H 0.29171 2.26757 -3.75286
H -1.08276 1.92754 -4.84828
C -3.13090 0.69929 -3.39114
H -3.33322 1.39990 -4.21408
H -3.94752 0.79392 -2.66144
H -3.13040 -0.32202 -3.79707
C 0.62923 4.31746 1.47906
H 1.05826 3.95451 2.42650
H 0.09590 5.26166 1.67568
H 1.43424 4.50292 0.75332
C -2.09561 3.46579 1.68660
H -2.96620 3.07946 1.13433
H -2.20592 4.55672 1.80104
H -2.08437 3.01892 2.69299
Pd 2.94001 -2.29601 2.20207
C -1.00839 -0.49276 -1.89299
C 0.40095 -0.34120 -1.64670
C 1.06927 0.79957 -1.05263
C 1.20263 0.84515 0.49189
C -0.03158 1.46439 1.26055
C -1.13622 0.48497 1.38381
C -2.04191 0.27153 0.30337
C -1.84760 -0.93771 -0.65458
C 1.58214 -1.62058 3.42143
H -1.14516 -1.23662 -2.70736
H 1.00676 -1.24356 -1.69915
H 0.59524 1.74145 -1.36279
H 2.08842 0.83393 -1.49352
H 1.37659 -0.17085 0.88525
H 2.10677 1.43334 0.73149
H 0.35967 1.64530 2.28281
H -1.07539 -0.20052 2.23596
H -1.83948 1.17121 -0.30518
H -3.10618 0.33353 0.59323
H -1.34079 -1.77615 -0.16497
H -2.83919 -1.28213 -0.99579
H 0.69165 -2.18495 3.06622
H 1.42001 -0.52602 3.33620
H 1.87687 -1.95064 4.44350
O 0.93683 -3.21093 0.13855
N 1.67824 -4.09892 0.73346
C 3.08472 -3.75727 0.87071
C 3.92438 -4.77810 1.45345
C 3.37808 -5.95420 1.90773
C 1.99652 -6.16544 1.83910
C 1.16917 -5.23163 1.24813
H 3.45180 -3.19658 0.00104
H 4.98814 -4.55378 1.52974
H 4.01161 -6.73167 2.33409
H 1.54263 -7.07429 2.22769
H 0.08173 -5.35527 1.20751
*
```

Lowest unoccupied orbital energy (spin up / spin down) (Ha): -0.18333 / -0.23179
Gap between HOMO and LUMO (spin up / spin down) (eV): 5.150 / 6.471
E_tot (Ha): -1723.35947



No. 2
Molecular formula: C20H37BBrO17S2
Method: DFT, ωB97M-V with the def2-TZVPD basis set

Geometry as ORCA input:
```
! RIJCOSX wB97M-V def2-TZVPD def2/J DEFGRID3
* xyz -1 1
C -1.71766 4.13142 0.16982
C -2.11419 4.46532 1.26225
C -2.60112 4.90112 2.51346
B -1.47023 4.82623 3.70309
S -0.40531 6.52614 3.78574
O -0.53938 3.67640 3.57537
C -0.27027 3.39630 4.89742
S 0.69106 1.89973 5.07949
C -1.62108 3.43996 5.53771
Br -2.70205 1.93481 4.81882
O -2.09699 4.61969 5.06518
H -1.29592 3.58266 -0.63715
H -2.92721 5.92900 2.42502
H -3.45771 4.29802 2.77522
H 0.49125 6.15596 2.89810
H 0.23603 4.24387 5.35091
H 1.57134 2.41298 5.91485
H -1.68537 3.39904 6.61148
C -1.48249 5.20200 -5.28094
O -2.44726 4.19636 -5.60784
C -2.57621 3.26169 -4.66754
O -1.96577 3.21772 -3.63457
O -3.50182 2.38565 -5.06141
C -3.77841 1.38040 -4.07830
H -1.48256 5.88849 -6.12159
H -1.76473 5.72295 -4.36951
H -0.49647 4.76127 -5.15621
H -4.16344 1.83888 -3.17072
H -2.88423 0.80578 -3.85208
H -4.53319 0.72729 -4.50478
C -1.82712 -4.44530 1.31630
O -2.73355 -3.35844 1.11022
C -2.37781 -2.23802 1.75522
O -1.39487 -2.13211 2.44278
O -3.26497 -1.29387 1.51574
C -2.91946 -0.03207 2.13543
H -2.23144 -5.27711 0.74600
H -0.83136 -4.19310 0.95678
H -1.77457 -4.70804 2.36990
H -1.97552 0.33483 1.74258
H -2.85135 -0.13706 3.21053
H -3.70814 0.66524 1.87757
C 3.76766 -2.15720 -1.42718
O 3.00021 -1.10797 -0.84020
C 2.56315 -1.35868 0.39769
O 2.76539 -2.38460 1.00401
O 1.89011 -0.31221 0.82375
C 1.35073 -0.42886 2.15865
H 4.03449 -1.80135 -2.41709
H 4.67028 -2.34800 -0.85077
H 3.17983 -3.06975 -1.50450
H 2.15642 -0.54468 2.88025
H 0.66209 -1.26820 2.21589
H 0.83064 0.50428 2.34836
C -3.38695 -2.89667 -3.13461
O -3.22447 -3.93474 -4.11240
C -3.52823 -3.57103 -5.35017
O -3.91437 -2.48665 -5.69657
O -3.33314 -4.61656 -6.15605
C -3.62403 -4.35439 -7.53012
H -3.11213 -3.32997 -2.18201
H -2.73606 -2.05428 -3.35579
H -4.42084 -2.56361 -3.09589
H -2.98600 -3.56187 -7.91366
H -4.66737 -4.07493 -7.65568
H -3.42060 -5.28356 -8.05240
C 10.00718 -2.45768 2.41882
O 8.75649 -2.63140 3.08356
C 7.69533 -2.29112 2.34523
O 7.74611 -1.87759 1.21527
O 6.60380 -2.49345 3.06202
C 5.37649 -2.15654 2.38701
H 10.76239 -2.77013 3.13306
H 10.05880 -3.07650 1.52581
H 10.15829 -1.41538 2.14770
H 5.25785 -2.75591 1.49382
H 5.36648 -1.09807 2.13529
H 4.57551 -2.38278 3.07854
*
```

Lowest unoccupied orbital energy (Ha): 0.07099
Gap between HOMO and LUMO (eV): 6.967
E_tot (Ha): -5458.74015



No. 3
Molecular formula: C20H37BO8
Method: DFT, ωB97M-V with the def2-TZVPD basis set

Geometry as ORCA input:
```
! RIJCOSX wB97M-V def2-TZVPD def2/J DEFGRID3
* xyz 0 1
C -1.24968 2.36659 0.28168
C -0.61743 2.39051 -1.10989
B -0.93213 1.15548 -2.02528
O -0.43473 1.17790 -3.31775
C -1.73517 -0.13090 -1.59447
C -1.23999 -1.23814 -1.06970
C 0.15870 -1.52579 -0.68585
C 0.34010 -1.27595 0.82620
C 1.73917 -0.84012 1.27222
C 2.83433 -1.23506 0.31522
O 4.08904 -1.01786 0.96779
C 5.14791 -1.37909 0.24252
C 6.45031 -1.23573 0.95261
O 5.08294 -1.80408 -0.89521
C -2.30958 -2.25100 -0.88428
O -2.23438 -3.35378 -0.40352
O -3.45953 -1.68849 -1.36394
C -3.19815 -0.37921 -1.73761
O -4.08785 0.35374 -2.08482
H -0.85291 1.59550 0.92237
H -2.32612 2.31419 0.24857
H -1.02295 3.30199 0.77620
H -0.97316 3.29171 -1.59288
H 0.46012 2.45219 -1.00565
H 0.13536 0.41284 -3.42651
H 0.81720 -0.92225 -1.29494
H 0.38414 -2.56272 -0.89331
H 0.00436 -2.14422 1.36943
H -0.33547 -0.47860 1.08836
H 1.95381 -1.34370 2.20469
H 1.78316 0.22071 1.46851
H 2.80006 -0.60591 -0.55979
H 2.72754 -2.27594 0.05308
H 6.59333 -2.04342 1.65224
H 7.22413 -1.30837 0.21127
H 6.54655 -0.28168 1.44853
C 1.75530 -6.18624 1.90970
C 2.87063 -5.34243 2.50409
O 2.45079 -4.05717 2.92306
C 1.47471 -4.02820 3.94769
C 1.93694 -4.65447 5.25223
H 1.22691 -5.63057 1.13378
H 2.16476 -7.09687 1.47270
H 1.02351 -6.48123 2.66335
H 3.63269 -5.16380 1.74495
H 3.36246 -5.87305 3.32677
H 0.54275 -4.49143 3.60414
H 1.25885 -2.97140 4.11174
H 2.05884 -5.73500 5.16229
H 1.20562 -4.46869 6.03879
H 2.89656 -4.23581 5.55712
C -5.44187 5.73373 -1.57892
C -4.12679 6.49396 -1.62715
O -3.02926 5.70629 -2.04603
C -3.11405 5.16989 -3.35388
C -3.19141 6.22438 -4.44464
H -5.32920 4.81149 -1.00791
H -6.21316 6.34568 -1.11095
H -5.79255 5.46560 -2.57676
H -3.87018 6.83665 -0.62466
H -4.21913 7.38871 -2.25306
H -3.95639 4.47286 -3.42692
H -2.20790 4.57764 -3.48640
H -4.13836 6.76592 -4.41746
H -3.10482 5.75834 -5.42614
H -2.38926 6.95392 -4.32765
*
```

Lowest unoccupied orbital energy (Ha): -0.02650
Gap between HOMO and LUMO (eV): 8.982
E_tot (Ha): -1411.07344



Please write out number 1 again, unchanged.
Molecular formula: C20H36NOP2Pd
Method: DFT, ωB97M-V with the def2-TZVPD basis set

Geometry as ORCA input:
```
! RIJCOSX wB97M-V def2-TZVPD def2/J DEFGRID3
* xyz 2 6
P -0.53781 3.11636 0.83850
P -1.52661 1.09533 -2.65008
C -0.80481 3.45826 -0.94622
C -1.89201 2.69654 -1.77189
H 0.18248 3.44370 -1.44652
H -1.09734 4.52344 -0.94038
H -2.81974 2.57783 -1.18508
H -2.17465 3.37221 -2.59518
C -0.46202 1.51756 -4.03544
H 0.05109 0.61855 -4.40569
H 0.29171 2.26757 -3.75286
H -1.08276 1.92754 -4.84828
C -3.13090 0.69929 -3.39114
H -3.33322 1.39990 -4.21408
H -3.94752 0.79392 -2.66144
H -3.13040 -0.32202 -3.79707
C 0.62923 4.31746 1.47906
H 1.05826 3.95451 2.42650
H 0.09590 5.26166 1.67568
H 1.43424 4.50292 0.75332
C -2.09561 3.46579 1.68660
H -2.96620 3.07946 1.13433
H -2.20592 4.55672 1.80104
H -2.08437 3.01892 2.69299
Pd 2.94001 -2.29601 2.20207
C -1.00839 -0.49276 -1.89299
C 0.40095 -0.34120 -1.64670
C 1.06927 0.79957 -1.05263
C 1.20263 0.84515 0.49189
C -0.03158 1.46439 1.26055
C -1.13622 0.48497 1.38381
C -2.04191 0.27153 0.30337
C -1.84760 -0.93771 -0.65458
C 1.58214 -1.62058 3.42143
H -1.14516 -1.23662 -2.70736
H 1.00676 -1.24356 -1.69915
H 0.59524 1.74145 -1.36279
H 2.08842 0.83393 -1.49352
H 1.37659 -0.17085 0.88525
H 2.10677 1.43334 0.73149
H 0.35967 1.64530 2.28281
H -1.07539 -0.20052 2.23596
H -1.83948 1.17121 -0.30518
H -3.10618 0.33353 0.59323
H -1.34079 -1.77615 -0.16497
H -2.83919 -1.28213 -0.99579
H 0.69165 -2.18495 3.06622
H 1.42001 -0.52602 3.33620
H 1.87687 -1.95064 4.44350
O 0.93683 -3.21093 0.13855
N 1.67824 -4.09892 0.73346
C 3.08472 -3.75727 0.87071
C 3.92438 -4.77810 1.45345
C 3.37808 -5.95420 1.90773
C 1.99652 -6.16544 1.83910
C 1.16917 -5.23163 1.24813
H 3.45180 -3.19658 0.00104
H 4.98814 -4.55378 1.52974
H 4.01161 -6.73167 2.33409
H 1.54263 -7.07429 2.22769
H 0.08173 -5.35527 1.20751
*
```

Lowest unoccupied orbital energy (spin up / spin down) (Ha): -0.18333 / -0.23179
Gap between HOMO and LUMO (spin up / spin down) (eV): 5.150 / 6.471
E_tot (Ha): -1723.35947



Q: E_tot of number 3 (C20H37BO8)?
A: -1411.07344 Ha



Repeat the third record exactly.
Molecular formula: C20H37BO8
Method: DFT, ωB97M-V with the def2-TZVPD basis set

Geometry as ORCA input:
```
! RIJCOSX wB97M-V def2-TZVPD def2/J DEFGRID3
* xyz 0 1
C -1.24968 2.36659 0.28168
C -0.61743 2.39051 -1.10989
B -0.93213 1.15548 -2.02528
O -0.43473 1.17790 -3.31775
C -1.73517 -0.13090 -1.59447
C -1.23999 -1.23814 -1.06970
C 0.15870 -1.52579 -0.68585
C 0.34010 -1.27595 0.82620
C 1.73917 -0.84012 1.27222
C 2.83433 -1.23506 0.31522
O 4.08904 -1.01786 0.96779
C 5.14791 -1.37909 0.24252
C 6.45031 -1.23573 0.95261
O 5.08294 -1.80408 -0.89521
C -2.30958 -2.25100 -0.88428
O -2.23438 -3.35378 -0.40352
O -3.45953 -1.68849 -1.36394
C -3.19815 -0.37921 -1.73761
O -4.08785 0.35374 -2.08482
H -0.85291 1.59550 0.92237
H -2.32612 2.31419 0.24857
H -1.02295 3.30199 0.77620
H -0.97316 3.29171 -1.59288
H 0.46012 2.45219 -1.00565
H 0.13536 0.41284 -3.42651
H 0.81720 -0.92225 -1.29494
H 0.38414 -2.56272 -0.89331
H 0.00436 -2.14422 1.36943
H -0.33547 -0.47860 1.08836
H 1.95381 -1.34370 2.20469
H 1.78316 0.22071 1.46851
H 2.80006 -0.60591 -0.55979
H 2.72754 -2.27594 0.05308
H 6.59333 -2.04342 1.65224
H 7.22413 -1.30837 0.21127
H 6.54655 -0.28168 1.44853
C 1.75530 -6.18624 1.90970
C 2.87063 -5.34243 2.50409
O 2.45079 -4.05717 2.92306
C 1.47471 -4.02820 3.94769
C 1.93694 -4.65447 5.25223
H 1.22691 -5.63057 1.13378
H 2.16476 -7.09687 1.47270
H 1.02351 -6.48123 2.66335
H 3.63269 -5.16380 1.74495
H 3.36246 -5.87305 3.32677
H 0.54275 -4.49143 3.60414
H 1.25885 -2.97140 4.11174
H 2.05884 -5.73500 5.16229
H 1.20562 -4.46869 6.03879
H 2.89656 -4.23581 5.55712
C -5.44187 5.73373 -1.57892
C -4.12679 6.49396 -1.62715
O -3.02926 5.70629 -2.04603
C -3.11405 5.16989 -3.35388
C -3.19141 6.22438 -4.44464
H -5.32920 4.81149 -1.00791
H -6.21316 6.34568 -1.11095
H -5.79255 5.46560 -2.57676
H -3.87018 6.83665 -0.62466
H -4.21913 7.38871 -2.25306
H -3.95639 4.47286 -3.42692
H -2.20790 4.57764 -3.48640
H -4.13836 6.76592 -4.41746
H -3.10482 5.75834 -5.42614
H -2.38926 6.95392 -4.32765
*
```

Lowest unoccupied orbital energy (Ha): -0.02650
Gap between HOMO and LUMO (eV): 8.982
E_tot (Ha): -1411.07344



Q: Among the records above, which one has the lowest E_tot?
A: C20H37BBrO17S2